1.
{"formula": "C50H116F8N8O13S4", "method": "ωB97M-V/def2-TZVPD", "gap_ev": 4.78, "e_tot_ev": -157302.4637, "fmax_ev_per_a": 13.379, "total_charge": 4, "elements": ["N", "S", "O", "O", "F", "S", "O", "O", "F", "C", "F", "F", "F", "S", "O", "O", "N", "S", "O", "O", "C", "F", "F", "F", "C", "C", "C", "C", "N", "C", "C", "C", "C", "C", "H", "H", "H", "H", "H", "H", "H", "H", "H", "H", "H", "H", "H", "H", "H", "H", "H", "H", "H", "H", "C", "C", "C", "C", "N", "C", "C", "C", "C", "C", "H", "H", "H", "H", "H", "H", "H", "H", "H", "H", "H", "H", "H", "H", "H", "H", "H", "H", "H", "H", "C", "O", "C", "C", "N", "H", "H", "C", "C", "O", "C", "H", "H", "H", "H", "H", "H", "H", "H", "H", "H", "H", "H", "H", "H", "C", "C", "N", "C", "C", "C", "C", "C", "O", "C", "H", "H", "H", "H", "H", "H", "H", "H", "H", "H", "H", "H", "H", "H", "H", "H", "H", "H", "H", "H", "C", "C", "N", "C", "C", "C", "C", "C", "O", "C", "H", "H", "H", "H", "H", "H", "H", "H", "H", "H", "H", "H", "H", "H", "H", "H", "H", "H", "H", "H", "C", "C", "N", "C", "C", "C", "C", "C", "O", "C", "H", "H", "H", "H", "H", "H", "H", "H", "H", "H", "H", "H", "H", "H", "H", "H", "H", "H", "H", "H"], "positions_angstrom": [[0.276, -0.596, 1.457], [0.387, 0.633, 0.731], [-0.670, 1.663, 0.955], [1.088, 0.521, -0.545], [1.562, 1.213, 1.683], [-0.915, -1.300, 0.565], [-0.636, -2.671, 0.220], [-1.770, -0.553, -0.372], [-2.007, -1.469, 1.859], [-6.280, 7.833, -6.693], [-6.735, 7.749, -5.428], [-7.090, 6.974, -7.396], [-6.316, 8.983, -7.300], [-4.417, 7.181, -6.811], [-3.908, 7.424, -8.197], [-3.778, 7.962, -5.813], [-4.554, 5.476, -6.579], [-3.817, 5.180, -5.264], [-2.487, 5.750, -5.080], [-4.757, 5.476, -4.133], [-3.540, 3.275, -5.223], [-2.943, 2.930, -6.398], [-2.805, 2.878, -4.076], [-4.722, 2.659, -5.243], [9.146, -5.661, -3.881], [9.618, -4.751, -2.844], [8.546, -3.740, -2.483], [8.884, -2.955, -1.234], [7.698, -2.686, -0.248], [6.507, -1.914, -0.855], [5.305, -2.721, -0.257], [5.738, -4.114, -0.116], [7.189, -4.097, 0.273], [8.404, -1.979, 0.901], [10.011, -6.169, -4.307], [8.589, -5.311, -4.751], [8.610, -6.422, -3.315], [10.455, -4.148, -3.195], [10.039, -5.385, -2.064], [7.599, -4.269, -2.371], [8.336, -3.148, -3.373], [9.160, -1.919, -1.426], [9.570, -3.427, -0.530], [6.509, -0.881, -0.509], [6.551, -2.054, -1.935], [5.146, -2.231, 0.704], [4.451, -2.601, -0.923], [5.023, -4.621, 0.532], [5.722, -4.524, -1.126], [7.445, -4.230, 1.324], [7.729, -4.915, -0.205], [9.239, -2.596, 1.234], [7.657, -1.864, 1.686], [8.724, -0.976, 0.617], [5.604, 0.280, -10.150], [4.803, 0.552, -8.779], [5.286, 1.697, -7.826], [4.091, 2.302, -6.943], [4.283, 3.711, -6.175], [5.480, 3.672, -5.261], [4.892, 3.763, -3.776], [3.671, 4.734, -3.987], [3.072, 4.138, -5.278], [4.602, 4.760, -7.292], [5.570, 1.220, -10.700], [4.972, -0.378, -10.746], [6.650, -0.023, -10.189], [4.854, -0.359, -8.183], [3.795, 0.783, -9.122], [5.516, 2.554, -8.459], [6.149, 1.472, -7.199], [3.788, 1.709, -6.080], [3.214, 2.574, -7.530], [6.203, 4.472, -5.422], [6.065, 2.789, -5.518], [5.548, 4.231, -3.042], [4.682, 2.760, -3.405], [4.083, 5.731, -4.144], [3.035, 4.757, -3.103], [2.485, 4.789, -5.926], [2.447, 3.258, -5.129], [4.764, 5.700, -6.764], [3.775, 4.763, -8.002], [5.557, 4.410, -7.683], [-1.123, -6.293, 6.379], [-0.134, -5.275, 6.384], [0.491, -5.081, 5.188], [1.254, -3.800, 5.375], [0.363, -2.554, 5.402], [0.268, -2.193, 4.463], [-0.531, -2.854, 5.764], [0.948, -1.377, 6.218], [0.049, -0.182, 6.492], [-1.071, -0.605, 7.310], [-2.025, 0.379, 7.686], [-0.550, -7.220, 6.379], [-1.684, -6.417, 5.453], [-1.781, -6.230, 7.246], [-0.179, -5.008, 4.331], [0.915, -6.061, 4.970], [2.034, -3.666, 4.626], [1.774, -3.857, 6.332], [1.719, -1.022, 5.534], [1.275, -1.874, 7.131], [-0.341, 0.240, 5.565], [0.629, 0.604, 6.975], [-2.856, -0.014, 8.272], [-2.497, 0.682, 6.752], [-1.488, 1.164, 8.219], [-6.545, 1.778, 1.601], [-7.738, 1.186, 0.715], [-9.185, 1.659, 1.032], [-9.291, 2.057, 2.518], [-9.606, 2.939, 0.206], [-8.667, 4.191, 0.256], [-10.187, 0.541, 0.701], [-11.702, 0.606, 1.136], [-11.932, 0.370, 2.467], [-11.839, -0.974, 2.952], [-6.760, 2.766, 2.008], [-5.621, 1.724, 1.025], [-6.312, 1.173, 2.478], [-7.707, 0.107, 0.864], [-7.505, 1.193, -0.350], [-10.328, 2.214, 2.815], [-8.837, 3.040, 2.393], [-8.721, 1.405, 3.180], [-10.546, 3.160, 0.710], [-9.931, 2.674, -0.800], [-9.018, 4.832, -0.553], [-7.618, 3.912, 0.160], [-8.731, 4.783, 1.169], [-9.819, -0.354, 1.202], [-10.131, 0.270, -0.353], [-12.255, -0.153, 0.583], [-12.122, 1.589, 0.923], [-12.573, -1.697, 2.598], [-12.182, -0.962, 3.987], [-10.829, -1.384, 2.929], [6.646, 3.479, 3.172], [6.286, 4.773, 3.815], [7.020, 5.177, 5.127], [6.260, 6.437, 5.581], [6.808, 4.069, 6.174], [5.341, 3.620, 6.442], [8.533, 5.487, 4.829], [9.353, 6.076, 5.953], [9.626, 5.015, 6.802], [10.458, 5.458, 7.885], [6.183, 3.352, 2.193], [6.114, 2.667, 3.668], [7.699, 3.275, 2.980], [5.283, 4.782, 4.242], [6.404, 5.682, 3.224], [5.173, 6.410, 5.505], [6.604, 7.263, 4.959], [6.727, 6.661, 6.540], [7.273, 4.544, 7.038], [7.372, 3.181, 5.887], [5.199, 3.010, 7.335], [5.014, 3.004, 5.605], [4.630, 4.445, 6.456], [8.707, 6.031, 3.900], [8.917, 4.496, 4.587], [8.883, 6.917, 6.461], [10.331, 6.303, 5.527], [11.387, 5.925, 7.559], [10.733, 4.642, 8.554], [9.950, 6.172, 8.534], [-9.610, -5.373, -1.533], [-9.287, -6.458, -0.474], [-7.876, -7.121, -0.710], [-8.005, -8.340, 0.270], [-7.845, -7.791, -2.122], [-9.146, -8.469, -2.807], [-6.571, -6.359, -0.317], [-6.517, -4.928, -0.968], [-6.539, -4.849, -2.403], [-6.457, -3.552, -2.909], [-9.073, -4.427, -1.457], [-10.677, -5.152, -1.524], [-9.461, -5.723, -2.554], [-10.126, -7.149, -0.543], [-9.260, -5.942, 0.486], [-8.029, -7.933, 1.281], [-7.001, -8.755, 0.181], [-8.854, -8.966, -0.007], [-6.932, -8.387, -2.132], [-7.585, -6.878, -2.657], [-8.804, -8.935, -3.731], [-9.987, -7.800, -2.991], [-9.726, -9.177, -2.216], [-5.688, -6.895, -0.663], [-6.582, -6.330, 0.773], [-5.647, -4.359, -0.639], [-7.307, -4.396, -0.439], [-7.456, -3.116, -2.919], [-6.023, -3.668, -3.902], [-5.766, -2.938, -2.332]]}

=====

2.
{"formula": "C50H120N8O12", "method": "ωB97M-V/def2-TZVPD", "gap_ev": 8.09, "relative_energy_ev": 13.121, "e_tot_ev": -90270.0654, "smiles": "CC1(C)CCCC(C)(C)N1O.CC1(C)CCCC(C)(C)N1O.COC[C@H](C)N.COC[C@H](C)N.COCCNCCOC.COCCNCCOC.COCCNCCOC.COCCNCCOC", "fmax_ev_per_a": 4.278, "total_charge": 0, "elements": ["C", "C", "C", "C", "C", "C", "C", "C", "C", "N", "O", "H", "H", "H", "H", "H", "H", "H", "H", "H", "H", "H", "H", "H", "H", "H", "H", "H", "H", "H", "C", "C", "C", "C", "C", "C", "C", "C", "C", "N", "O", "H", "H", "H", "H", "H", "H", "H", "H", "H", "H", "H", "H", "H", "H", "H", "H", "H", "H", "H", "C", "O", "C", "C", "C", "N", "H", "H", "H", "H", "H", "H", "H", "H", "H", "H", "H", "C", "O", "C", "C", "C", "N", "H", "H", "H", "H", "H", "H", "H", "H", "H", "H", "H", "C", "O", "C", "C", "N", "C", "C", "O", "C", "H", "H", "H", "H", "H", "H", "H", "H", "H", "H", "H", "H", "H", "H", "H", "C", "O", "C", "C", "N", "C", "C", "O", "C", "H", "H", "H", "H", "H", "H", "H", "H", "H", "H", "H", "H", "H", "H", "H", "C", "O", "C", "C", "N", "C", "C", "O", "C", "H", "H", "H", "H", "H", "H", "H", "H", "H", "H", "H", "H", "H", "H", "H", "C", "O", "C", "C", "N", "C", "C", "O", "C", "H", "H", "H", "H", "H", "H", "H", "H", "H", "H", "H", "H", "H", "H", "H"], "positions_angstrom": [[-2.258, 2.648, 3.277], [-1.449, 1.534, 3.881], [-1.819, 0.220, 3.121], [-0.001, 1.726, 3.592], [0.644, 2.976, 4.313], [0.444, 2.817, 5.806], [-1.062, 2.509, 6.267], [-0.854, 1.878, 7.718], [-1.951, 3.762, 6.377], [-1.633, 1.500, 5.332], [-2.889, 1.107, 5.785], [-1.771, 3.606, 3.459], [-2.495, 2.518, 2.221], [-3.164, 2.681, 3.883], [-2.865, 0.108, 2.836], [-1.312, 0.214, 2.156], [-1.489, -0.713, 3.577], [0.615, 0.883, 3.906], [0.211, 1.691, 2.524], [1.715, 3.118, 4.166], [0.211, 3.844, 3.816], [0.770, 3.777, 6.209], [1.112, 2.034, 6.164], [-0.290, 0.953, 7.595], [-1.809, 1.683, 8.207], [-0.421, 2.612, 8.398], [-2.797, 3.531, 7.024], [-2.416, 4.178, 5.483], [-1.410, 4.633, 6.747], [-2.614, 0.387, 6.357], [-5.022, 7.005, 4.765], [-4.058, 7.310, 3.572], [-2.921, 8.203, 4.077], [-3.495, 5.937, 3.136], [-2.882, 5.974, 1.773], [-3.782, 6.545, 0.709], [-4.290, 7.993, 0.960], [-3.150, 8.992, 0.634], [-5.456, 8.078, -0.187], [-4.722, 8.124, 2.382], [-5.378, 9.300, 2.677], [-6.019, 6.750, 4.406], [-4.625, 6.181, 5.357], [-5.039, 7.890, 5.402], [-2.730, 7.976, 5.126], [-1.986, 8.148, 3.520], [-3.121, 9.275, 4.073], [-2.659, 5.631, 3.764], [-4.178, 5.090, 3.195], [-1.911, 6.468, 1.779], [-2.616, 4.944, 1.533], [-4.601, 5.912, 0.369], [-3.122, 6.592, -0.157], [-3.583, 9.963, 0.870], [-2.870, 8.898, -0.416], [-2.307, 8.817, 1.302], [-4.994, 8.292, -1.151], [-6.176, 8.866, 0.032], [-6.139, 7.232, -0.261], [-6.251, 8.903, 2.658], [-4.496, -2.572, -5.931], [-4.038, -1.926, -7.145], [-3.397, -0.646, -6.889], [-3.098, -0.194, -8.287], [-2.264, -1.122, -9.248], [-2.347, 1.082, -8.315], [-5.414, -2.090, -5.594], [-3.798, -2.572, -5.094], [-4.723, -3.620, -6.123], [-4.102, 0.096, -6.515], [-2.531, -0.717, -6.231], [-4.017, -0.013, -8.844], [-2.574, -2.160, -9.134], [-1.184, -1.199, -9.122], [-2.617, -0.960, -10.266], [-2.444, 1.381, -9.275], [-1.398, 0.754, -8.204], [-0.112, 3.056, -6.139], [-0.002, 4.453, -6.086], [-0.967, 5.107, -5.333], [-2.423, 4.950, -5.978], [-3.382, 6.076, -5.587], [-3.121, 3.665, -5.661], [0.039, 2.826, -5.084], [0.770, 2.829, -6.737], [-1.073, 2.638, -6.440], [-1.118, 4.812, -4.295], [-0.717, 6.167, -5.379], [-2.334, 4.905, -7.063], [-4.447, 5.872, -5.694], [-3.226, 7.008, -6.130], [-3.441, 6.168, -4.502], [-3.205, 3.311, -6.603], [-2.504, 2.982, -5.244], [-0.564, -10.633, 2.001], [-0.342, -9.159, 1.969], [0.041, -8.613, 0.722], [1.484, -8.972, 0.507], [2.239, -7.951, -0.234], [3.615, -8.317, -0.412], [3.917, -9.746, -0.978], [5.349, -9.714, -1.335], [5.933, -11.015, -1.173], [-0.404, -10.884, 3.050], [0.193, -11.235, 1.499], [-1.585, -10.927, 1.761], [0.082, -7.524, 0.760], [-0.573, -8.788, -0.161], [1.580, -9.996, 0.146], [2.057, -9.166, 1.414], [2.222, -7.110, 0.325], [4.207, -8.285, 0.502], [4.201, -7.696, -1.090], [3.245, -9.977, -1.805], [3.667, -10.426, -0.164], [5.497, -11.566, -2.006], [5.615, -11.431, -0.217], [6.989, -10.947, -1.434], [1.060, 3.147, -2.665], [2.458, 3.480, -2.871], [3.368, 2.672, -2.178], [4.813, 3.167, -2.478], [5.932, 2.205, -2.155], [6.118, 1.064, -3.082], [7.514, 0.483, -2.821], [8.532, 1.341, -3.263], [9.879, 0.889, -3.188], [0.807, 2.208, -3.158], [0.390, 3.888, -3.102], [0.819, 3.069, -1.605], [3.275, 1.671, -2.599], [3.205, 2.422, -1.130], [4.933, 4.110, -1.945], [4.821, 3.192, -3.568], [6.788, 2.651, -1.856], [6.158, 1.407, -4.116], [5.276, 0.380, -2.972], [7.516, -0.364, -3.507], [7.770, 0.003, -1.876], [10.203, 0.672, -2.170], [10.689, 1.564, -3.464], [9.906, 0.034, -3.863], [-2.630, 2.936, -1.672], [-1.528, 1.954, -2.029], [-1.959, 0.606, -1.904], [-0.876, -0.377, -2.335], [-1.567, -1.392, -3.205], [-2.469, -2.251, -2.384], [-1.799, -3.005, -1.136], [-0.521, -3.651, -1.421], [0.045, -4.534, -0.524], [-2.436, 3.947, -2.032], [-2.829, 2.990, -0.602], [-3.521, 2.477, -2.099], [-2.890, 0.507, -2.463], [-2.253, 0.458, -0.865], [-0.374, -0.695, -1.421], [-0.119, 0.113, -2.948], [-0.866, -2.026, -3.561], [-2.783, -3.043, -3.064], [-3.459, -1.844, -2.176], [-2.542, -3.586, -0.590], [-1.513, -2.311, -0.345], [1.103, -4.670, -0.750], [-0.538, -5.427, -0.749], [0.000, -4.240, 0.524], [5.718, -4.853, 6.984], [4.803, -5.663, 6.125], [3.834, -6.429, 6.970], [3.021, -7.313, 6.086], [2.096, -6.652, 5.189], [2.839, -6.383, 3.922], [2.080, -5.469, 2.927], [2.720, -5.575, 1.639], [3.867, -4.701, 1.469], [6.064, -3.974, 6.439], [6.483, -5.521, 7.380], [5.118, -4.481, 7.814], [3.261, -5.684, 7.522], [4.355, -7.024, 7.720], [2.311, -7.934, 6.632], [3.509, -8.035, 5.431], [1.804, -5.816, 5.676], [2.883, -7.396, 3.522], [3.832, -5.991, 4.144], [2.204, -4.475, 3.358], [1.002, -5.611, 2.841], [4.717, -4.852, 2.134], [3.635, -3.636, 1.485], [4.114, -4.796, 0.412]]}

=====

Highest occupied orbital energy? In order: -11.5 -7.8 eV.